Here is a 3-piece molecular cluster, C12H21N4O4P2S overall in a non-equilibrium geometry from the OMol25 dataset. Energies are from the ωB97M-V functional and the def2-TZVPD basis.

Positions of all 44 atoms, in Å:
N1 1.412 1.190 -2.998
P1 0.572 2.124 -2.042
C1 0.366 1.464 -0.277
C2 -0.964 1.138 0.323
C3 -0.871 0.681 1.685
N2 -2.075 0.363 2.387
C4 0.419 0.565 2.387
P2 0.601 0.019 4.184
S1 -0.551 -1.465 4.658
N3 1.537 0.852 1.743
N4 1.426 1.257 0.517
H1 1.690 0.365 -2.451
H2 1.203 3.403 -1.887
H3 -0.743 2.369 -2.544
H4 -1.945 1.228 -0.220
H5 -2.210 -0.652 2.358
H6 -1.989 0.649 3.361
H7 1.984 -0.226 4.450
H8 0.187 1.160 4.943
H9 2.324 1.460 0.060
O1 -3.127 1.215 -2.044
C5 -4.026 0.409 -2.065
O2 -4.304 -0.361 -3.131
C6 -5.495 -1.130 -2.879
C7 -5.617 -1.184 -1.370
C8 -5.015 0.148 -0.952
H10 -6.341 -0.623 -3.348
H11 -5.390 -2.119 -3.319
H12 -6.639 -1.335 -1.025
H13 -5.007 -2.002 -0.977
H14 -5.758 0.947 -0.943
H15 -4.513 0.082 0.012
O3 3.655 -1.115 -2.179
C9 4.126 -1.043 -1.083
O4 3.373 -1.014 0.055
C10 4.229 -0.813 1.193
C11 5.604 -1.268 0.743
C12 5.592 -0.923 -0.740
H16 4.206 0.247 1.461
H17 3.856 -1.398 2.034
H18 6.415 -0.798 1.299
H19 5.696 -2.349 0.867
H20 5.917 0.103 -0.923
H21 6.187 -1.622 -1.323

Max |F| = 0.07947 hartree/bohr
E_tot = -56338.7876 eV
HOMO-LUMO gap = 7.12 eV
Charge = +1